131
Properties=species:S:1:pos:R:3:forces:R:3:lowdin_charge:R:1 method="wB97M-V/def2-TZVPD" orbital_gap_ev=8.9 e_homo_ev=-9.0 largest_force_ev_per_a=6.08
C 5.57373 -3.60296 -1.75214 -1.152 0.125 3.316 -0.78
O 4.69966 -3.37868 -0.92703 -0.507 -0.083 0.174 0.01
N 6.73722 -4.16183 -1.45490 2.545 -1.215 0.426 0.16
N 5.49757 -3.28884 -3.01213 -0.516 0.836 -3.358 0.16
H 7.31748 -4.42284 -2.23929 0.147 -0.214 0.607 0.10
H 7.02574 -4.41750 -0.52137 -0.389 0.117 -0.269 0.12
H 4.63682 -2.84881 -3.30467 0.511 0.111 -0.266 0.12
H 6.39051 -3.18121 -3.47166 -0.744 0.322 -0.572 0.11
C -6.30732 0.36455 0.68020 1.312 -1.513 -2.205 -0.82
O -5.86523 -0.73184 0.39716 0.076 -1.302 0.026 0.02
N -6.52807 0.82899 1.84788 -0.539 0.121 6.057 0.17
N -6.55234 1.30068 -0.18105 -0.839 3.110 -4.864 0.16
H -6.91682 1.74829 2.00235 0.080 -0.603 0.327 0.12
H -6.40585 0.14052 2.57670 -0.176 0.641 0.377 0.13
H -6.45788 1.14463 -1.17444 0.145 -0.114 0.271 0.12
H -6.74616 2.25799 0.07602 0.019 -0.403 -0.061 0.11
C -1.64540 7.96856 5.96631 1.488 -2.590 -0.428 -0.75
O -0.97162 6.98183 5.66591 -0.558 0.570 -0.134 0.02
N -2.80098 8.31444 5.41098 -2.671 -0.322 -2.889 0.14
N -1.39616 8.76360 6.96954 1.046 2.439 2.644 0.16
H -3.03508 7.79795 4.57520 0.043 0.086 0.097 0.11
H -3.21902 9.23338 5.44076 0.333 -0.208 0.246 0.10
H -1.95782 9.60302 6.96830 0.566 -0.066 0.803 0.10
H -0.60884 8.64816 7.59155 -0.191 0.085 -0.390 0.12
C 1.34143 -8.24985 -1.33058 -1.194 -1.228 -0.454 -0.76
O 2.35865 -8.89415 -1.34774 1.101 -0.593 0.164 0.04
N 1.23154 -6.97749 -1.02241 0.770 2.930 0.731 0.16
N 0.11966 -8.76366 -1.62095 -1.395 -1.684 -0.600 0.14
H 0.35271 -6.48992 -1.12256 0.509 0.059 0.221 0.11
H 2.09082 -6.50522 -0.78013 -0.387 0.254 -0.138 0.12
H 0.02101 -9.76674 -1.68580 0.198 0.320 -0.120 0.10
H -0.73565 -8.23295 -1.70398 0.349 -0.013 0.205 0.09
C -3.97786 3.46044 -3.94752 0.221 -0.075 -0.465 -0.78
O -5.03985 2.88365 -4.07864 -0.623 -0.356 0.261 0.03
N -2.84075 3.08621 -4.49647 1.782 -2.747 -2.152 0.16
N -3.76245 4.57812 -3.28778 -1.510 2.355 2.043 0.15
H -1.94376 3.54281 -4.41277 -0.456 -0.230 -0.020 0.11
H -2.93518 2.23278 -5.02830 0.629 0.116 -0.159 0.11
H -4.58551 4.86585 -2.77799 0.622 0.685 0.210 0.12
H -2.83788 4.97520 -3.20067 -0.658 0.088 0.304 0.11
C -2.21060 -5.24846 4.18478 1.074 0.891 0.401 -0.74
O -0.99032 -5.31623 4.25809 0.034 -1.221 0.043 0.01
N -2.77425 -4.15923 3.68000 -0.061 1.649 -1.010 0.14
N -3.17905 -6.05709 4.62217 0.508 -1.636 0.470 0.16
H -2.05524 -3.48967 3.44590 -0.966 0.675 -0.138 0.11
H -3.76811 -4.05319 3.82527 0.537 1.040 -0.607 0.10
H -4.06244 -5.57783 4.72228 -0.051 -1.463 0.396 0.10
H -2.86998 -6.98266 4.88275 -0.958 0.137 0.416 0.12
C 0.63875 -0.54505 6.32998 -0.124 3.288 2.476 -0.76
O 0.74246 0.38634 7.11277 -0.171 0.565 -0.425 0.03
N -0.28134 -0.73218 5.38341 -1.778 -0.553 -1.607 0.15
N 1.38767 -1.60528 6.39711 2.712 -4.180 -0.342 0.15
H -0.66369 -0.02784 4.76874 0.179 -0.145 0.367 0.11
H -0.19130 -1.70124 5.11341 -1.163 0.598 -1.117 0.08
H 1.27848 -2.22449 5.60670 0.813 -0.255 0.489 0.10
H 2.17294 -1.80125 7.00131 -0.449 0.644 0.089 0.13
C -4.20054 -1.45945 -6.15874 1.566 2.213 0.031 -0.78
O -3.27920 -0.82845 -6.64831 0.472 0.598 0.440 0.03
N -4.78659 -2.41291 -6.80587 -1.272 -3.427 -2.754 0.15
N -4.79526 -1.26512 -4.98192 -0.083 0.569 1.835 0.16
H -4.29013 -2.67926 -7.64415 -0.439 -0.425 0.110 0.13
H -5.41633 -3.03833 -6.32383 0.265 -0.146 -0.637 0.11
H -5.63357 -1.82235 -4.89926 -0.075 0.990 0.808 0.10
H -4.64325 -0.36604 -4.54756 -0.477 -0.257 0.231 0.11
C 4.24748 -5.25544 4.18226 1.484 1.669 1.471 -0.76
O 5.38885 -4.86575 3.97890 0.534 -0.981 0.392 0.02
N 3.73224 -5.74387 5.32814 0.797 -0.942 1.704 0.14
N 3.28025 -4.99857 3.36252 -2.900 0.738 -3.840 0.16
H 2.73393 -5.88902 5.37717 0.481 -0.087 0.496 0.10
H 4.32938 -5.66031 6.13843 -0.491 -0.278 0.004 0.11
H 3.52960 -4.60045 2.46842 -0.238 -0.050 0.138 0.12
H 2.31075 -5.03087 3.64383 0.245 -0.070 -0.420 0.10
C -4.50513 -5.51339 -1.55593 1.363 -1.271 0.636 -0.85
O -3.99950 -6.59192 -1.45765 1.006 -3.418 -0.512 0.04
N -4.77573 -4.84359 -0.49458 -1.397 3.134 4.251 0.17
N -4.72871 -4.89722 -2.67251 -0.970 1.585 -4.212 0.17
H -5.14389 -3.90438 -0.54403 0.004 -0.196 0.350 0.11
H -4.52623 -5.23272 0.40344 -0.014 0.177 -0.340 0.12
H -4.68530 -5.46630 -3.50579 0.186 0.477 0.077 0.12
H -4.85594 -3.89626 -2.71713 -0.060 -0.385 -0.214 0.10
C 5.59687 0.85650 -6.62289 -1.212 1.667 0.610 -0.06
C 4.20477 1.52113 -6.74168 -1.999 0.296 1.957 -0.42
C 3.64655 2.61654 -5.65676 1.016 -0.967 -1.946 -0.22
O 3.44680 2.08020 -4.41437 0.569 0.441 2.332 -0.20
C 3.33924 3.09435 -3.35921 1.441 -1.854 0.045 -0.07
N 3.97776 2.05884 -8.05097 0.262 0.137 -1.363 0.01
H 5.59143 0.28644 -5.69385 0.303 -0.206 -0.156 0.07
H 6.32244 1.66763 -6.56193 0.487 -0.369 -0.291 0.07
H 5.66657 0.23948 -7.51872 0.497 -0.024 0.225 0.07
H 3.53936 0.68598 -6.52293 -0.516 -0.200 -0.226 0.12
H 2.62632 2.93274 -5.87412 0.184 0.592 -1.537 0.12
H 4.38555 3.41760 -5.63960 -0.129 0.497 0.009 0.12
H 3.71728 2.46882 -2.55057 -0.942 0.361 0.753 0.09
H 2.37142 3.57318 -3.21041 -0.218 -0.474 -0.192 0.08
H 4.10212 3.87278 -3.37178 0.098 0.180 -0.890 0.08
H 3.62559 1.36986 -8.70012 0.155 -0.094 0.014 0.07
H 3.40350 2.87877 -8.18532 0.000 0.007 0.676 0.07
C -0.95681 -1.41940 -1.29601 -1.067 -0.479 -1.788 -0.08
C -0.24125 -0.60947 -0.25975 -0.897 1.199 0.640 -0.46
C -1.32381 0.11039 0.57453 -1.006 0.807 -1.173 -0.19
O -1.02027 1.19876 1.49183 0.290 -1.782 -0.262 -0.19
C -2.18306 1.96660 1.75443 0.687 0.483 -0.004 -0.12
N 0.39014 -1.49292 0.64767 1.146 -0.646 1.157 0.04
H -1.63431 -0.90697 -1.97902 -0.158 0.898 0.319 0.07
H -1.60183 -2.18069 -0.85726 0.275 -0.112 0.373 0.08
H -0.36426 -1.90877 -2.06900 0.791 -0.257 0.572 0.08
H 0.45577 0.12534 -0.66263 -0.077 0.201 -0.397 0.14
H -1.90558 -0.67496 1.05710 -0.020 -0.052 0.430 0.13
H -1.96531 0.48771 -0.22184 -0.465 0.537 0.168 0.11
H -2.41294 2.42401 0.79213 -0.725 0.362 0.226 0.09
H -1.93870 2.70234 2.52064 0.452 0.310 -0.363 0.09
H -3.03788 1.48003 2.22415 -0.104 -0.854 -0.514 0.08
H 0.45523 -0.93876 1.48955 0.600 -0.368 0.512 0.07
H 1.33158 -1.68692 0.33759 0.244 -0.293 0.146 0.08
C 2.71511 8.14362 2.48408 -0.364 -0.618 -1.690 -0.06
C 2.36383 6.72421 1.89375 2.688 0.257 1.889 -0.43
C 3.33787 5.71044 2.63995 0.395 -1.456 -1.137 -0.17
O 3.23334 4.34325 2.09254 0.181 1.220 0.085 -0.23
C 4.27039 3.48007 2.58085 -1.189 0.345 -0.196 -0.11
N 0.99964 6.48947 2.14682 -0.811 -0.330 -0.272 0.03
H 3.62929 8.52949 2.03298 0.257 -0.058 0.476 0.07
H 2.71985 8.13145 3.57400 0.254 -0.097 -0.061 0.07
H 1.92501 8.82179 2.16172 -0.093 0.011 0.093 0.07
H 2.51438 6.55825 0.82703 0.431 0.615 -0.071 0.13
H 3.24265 5.66168 3.72468 -0.865 0.170 0.263 0.12
H 4.40548 5.90702 2.54159 0.125 0.897 -0.481 0.10
H 3.95215 3.16839 3.57568 0.420 -0.357 0.145 0.09
H 5.25670 3.94256 2.61838 0.027 0.317 0.014 0.08
H 4.32690 2.64202 1.88616 -0.106 -0.093 0.212 0.08
H 0.80984 5.62791 1.65509 -0.718 -0.397 0.616 0.07
H 0.90563 6.41182 3.14944 -0.708 -0.425 0.143 0.08